{"formula": "C48H61CoN2O3SSeSi", "method": "ωB97M-V/def2-TZVPD", "spin_multiplicity": 4, "s_squared": 3.76, "homo_ev": [-4.71, -4.64], "max_force_ev_per_a": 1.39, "total_charge": -1, "e_tot_ha": -6673.031539, "elements": ["Co", "C", "C", "C", "C", "C", "C", "C", "Se", "C", "C", "C", "C", "C", "C", "O", "C", "C", "C", "C", "C", "C", "C", "C", "C", "O", "C", "C", "C", "C", "C", "C", "H", "H", "H", "H", "H", "H", "H", "H", "H", "H", "H", "H", "H", "H", "H", "H", "H", "H", "H", "H", "H", "H", "H", "H", "H", "H", "H", "H", "H", "H", "H", "H", "H", "H", "H", "H", "H", "H", "H", "H", "C", "N", "C", "N", "S", "H", "H", "H", "H", "H", "H", "O", "Si", "C", "C", "C", "C", "C", "C", "C", "C", "C", "C", "C", "C", "C", "C", "C", "C", "C", "C", "H", "H", "H", "H", "H", "H", "H", "H", "H", "H", "H", "H", "H", "H", "H"], "positions_angstrom": [[-1.203, -0.605, 0.845], [-3.718, 5.955, -2.646], [-2.597, 5.664, -1.645], [-1.255, 5.805, -2.378], [-2.682, 6.707, -0.523], [-2.694, 4.270, -1.041], [-1.743, 3.843, -0.123], [-1.809, 2.565, 0.385], [-0.407, 1.887, 1.546], [0.969, 1.852, 0.186], [1.786, 2.954, 0.025], [2.808, 2.938, -0.910], [3.001, 1.732, -1.583], [2.186, 0.619, -1.468], [1.060, 0.672, -0.596], [0.170, -0.257, -0.494], [2.611, -0.632, -2.231], [1.607, -1.777, -2.137], [2.808, -0.318, -3.721], [3.940, -1.127, -1.637], [3.729, 4.121, -1.181], [3.244, 5.419, -0.526], [5.131, 3.791, -0.651], [3.800, 4.381, -2.693], [-2.804, 1.630, 0.034], [-2.794, 0.445, 0.557], [-3.791, 2.080, -0.884], [-3.702, 3.368, -1.378], [-4.912, 1.133, -1.286], [-5.899, 1.769, -2.270], [-5.685, 0.734, -0.022], [-4.321, -0.122, -1.942], [-3.591, 6.954, -3.058], [-4.692, 5.910, -2.165], [-3.703, 5.247, -3.471], [-1.167, 6.794, -2.827], [-1.176, 5.058, -3.164], [-0.421, 5.662, -1.697], [-2.599, 7.714, -0.928], [-1.888, 6.562, 0.203], [-3.634, 6.616, -0.005], [-0.938, 4.489, 0.195], [1.602, 3.825, 0.635], [3.858, 1.649, -2.234], [0.657, -1.504, -2.591], [1.422, -2.029, -1.100], [1.995, -2.662, -2.646], [1.883, 0.054, -4.155], [3.096, -1.225, -4.248], [3.581, 0.428, -3.881], [3.837, -1.294, -0.566], [4.739, -0.406, -1.798], [4.224, -2.067, -2.109], [3.249, 5.353, 0.558], [2.240, 5.668, -0.863], [3.907, 6.234, -0.814], [5.108, 3.675, 0.431], [5.834, 4.584, -0.903], [5.490, 2.858, -1.078], [2.797, 4.507, -3.095], [4.276, 3.557, -3.214], [4.370, 5.288, -2.894], [-4.452, 3.697, -2.074], [-6.378, 2.645, -1.835], [-6.676, 1.046, -2.513], [-5.404, 2.053, -3.196], [-6.062, 1.622, 0.485], [-5.028, 0.193, 0.651], [-6.524, 0.089, -0.275], [-3.734, 0.145, -2.820], [-5.121, -0.795, -2.246], [-3.681, -0.652, -1.243], [-2.842, -2.736, 4.977], [-3.300, -2.393, 3.653], [-3.076, -3.093, 2.524], [-2.609, -4.365, 2.618], [-3.597, -2.495, 1.065], [-3.532, -2.308, 5.709], [-1.836, -2.349, 5.171], [-2.834, -3.818, 5.105], [-3.547, -1.427, 3.494], [-1.908, -4.561, 3.321], [-2.374, -4.751, 1.716], [-0.564, -2.242, 1.860], [0.609, -3.272, 1.730], [0.440, -4.754, 2.942], [0.536, -6.077, 2.525], [0.428, -7.129, 3.419], [0.229, -6.876, 4.766], [0.138, -5.567, 5.207], [0.244, -4.526, 4.300], [0.786, -4.174, 0.058], [1.957, -4.842, -0.287], [2.059, -5.574, -1.457], [0.984, -5.639, -2.327], [-0.183, -4.962, -2.013], [-0.277, -4.242, -0.834], [2.254, -2.450, 2.222], [3.405, -3.133, 2.594], [4.576, -2.451, 2.880], [4.602, -1.066, 2.838], [3.448, -0.366, 2.529], [2.295, -1.061, 2.219], [0.707, -6.285, 1.478], [0.487, -8.147, 3.055], [0.155, -7.696, 5.468], [-0.021, -5.357, 6.257], [0.183, -3.503, 4.641], [2.808, -4.785, 0.376], [2.982, -6.088, -1.698], [1.064, -6.202, -3.250], [-1.025, -5.012, -2.689], [-1.185, -3.705, -0.606], [3.377, -4.213, 2.685], [5.474, -3.001, 3.135], [5.517, -0.529, 3.055], [3.445, 0.716, 2.522], [1.384, -0.526, 1.984]], "forces_ev_per_angstrom": [[0.085, -0.548, 0.382], [0.170, -0.063, 0.166], [-0.003, 0.155, -0.032], [-0.164, 0.018, 0.059], [0.006, -0.081, -0.157], [-0.019, -0.012, 0.002], [-0.156, -0.065, -0.046], [0.204, -0.473, 0.308], [0.117, 0.303, -0.486], [-0.325, -0.299, 0.415], [0.110, 0.090, -0.078], [-0.001, 0.006, 0.084], [-0.135, 0.126, 0.094], [-0.115, -0.176, 0.069], [0.320, 0.957, 0.222], [-0.337, -0.658, -0.031], [0.021, -0.238, -0.213], [0.085, 0.012, 0.045], [-0.006, 0.013, 0.216], [-0.169, 0.020, -0.101], [0.068, 0.026, -0.007], [0.080, -0.253, -0.084], [-0.144, 0.097, -0.094], [0.007, -0.011, 0.181], [0.326, 1.081, -0.061], [-0.387, -0.686, -0.117], [0.040, -0.342, 0.221], [0.165, 0.174, -0.032], [-0.150, -0.050, -0.023], [0.211, -0.097, 0.177], [0.092, -0.040, -0.047], [0.002, 0.019, 0.106], [0.025, 0.116, -0.033], [-0.162, -0.018, 0.021], [-0.030, -0.090, -0.125], [0.028, 0.135, -0.051], [0.032, -0.093, -0.099], [0.157, -0.031, 0.090], [0.019, 0.154, -0.039], [0.113, 0.010, 0.124], [-0.107, 0.018, 0.090], [0.113, 0.092, -0.006], [-0.009, 0.114, 0.090], [0.099, 0.017, -0.155], [-0.092, -0.031, 0.034], [-0.023, -0.067, -0.121], [0.111, -0.017, -0.082], [-0.122, 0.043, -0.062], [0.059, -0.132, -0.108], [0.127, 0.102, -0.089], [0.003, -0.042, 0.132], [0.126, 0.094, 0.029], [0.083, -0.124, -0.049], [-0.056, -0.013, 0.167], [-0.164, 0.047, 0.013], [0.068, 0.082, 0.006], [0.007, -0.018, 0.135], [0.133, 0.103, -0.017], [0.083, -0.089, -0.053], [-0.116, 0.018, -0.093], [0.040, -0.112, -0.122], [0.104, 0.078, -0.045], [-0.150, 0.002, -0.136], [-0.070, 0.129, -0.011], [-0.079, -0.082, -0.013], [0.020, 0.090, -0.141], [-0.090, 0.087, 0.043], [-0.001, -0.050, 0.129], [-0.166, -0.096, -0.056], [0.041, 0.021, -0.121], [-0.134, -0.099, -0.087], [0.049, -0.008, -0.011], [0.122, -0.015, 0.074], [0.310, 0.076, -0.016], [-0.589, -0.455, 0.239], [0.162, 0.182, 0.268], [-0.257, 0.312, -0.749], [0.083, -0.077, -0.034], [-0.035, -0.055, 0.024], [-0.037, 0.036, 0.031], [-0.060, -0.160, -0.149], [-0.097, -0.019, 0.028], [-0.053, 0.023, 0.038], [-0.645, 1.178, -0.241], [1.137, -0.794, 0.099], [0.187, 0.355, -0.363], [0.019, -0.004, -0.160], [-0.042, -0.202, 0.053], [0.003, -0.178, 0.001], [-0.077, 0.070, 0.213], [0.106, 0.146, 0.068], [-0.019, 0.339, 0.329], [0.107, 0.009, 0.148], [0.239, -0.077, -0.064], [-0.012, -0.039, -0.131], [-0.115, -0.153, -0.161], [-0.141, 0.055, 0.094], [-0.448, -0.250, -0.165], [-0.007, -0.172, -0.024], [0.259, -0.107, 0.070], [0.099, 0.121, 0.022], [0.152, 0.143, 0.009], [-0.345, 0.096, -0.081], [-0.057, -0.097, -0.075], [0.042, -0.044, 0.040], [-0.040, -0.039, 0.046], [0.023, 0.006, 0.052], [-0.011, 0.168, 0.169], [0.189, -0.026, 0.076], [0.005, 0.018, 0.014], [-0.032, 0.019, 0.041], [-0.084, 0.076, -0.043], [-0.265, 0.093, 0.027], [0.083, -0.081, -0.068], [-0.011, 0.007, 0.040], [0.047, -0.013, 0.025], [0.017, 0.064, -0.044], [0.022, 0.116, -0.087]], "lowdin_spin": [2.73, 0.00, 0.00, 0.00, 0.00, 0.00, 0.00, 0.00, 0.05, 0.01, 0.00, 0.00, 0.00, 0.00, 0.01, 0.06, 0.00, 0.00, 0.00, 0.00, 0.00, 0.00, 0.00, 0.00, 0.01, 0.06, 0.00, 0.00, 0.00, 0.00, 0.00, 0.00, 0.00, 0.00, 0.00, 0.00, 0.00, 0.00, 0.00, 0.00, 0.00, 0.00, 0.00, 0.00, 0.00, 0.00, 0.00, 0.00, 0.00, 0.00, 0.00, 0.00, 0.00, 0.00, 0.00, 0.00, 0.00, 0.00, 0.00, 0.00, 0.00, 0.00, 0.00, 0.00, 0.00, 0.00, 0.00, 0.00, 0.00, 0.00, 0.00, 0.00, 0.00, 0.00, 0.00, 0.00, 0.01, 0.00, 0.00, 0.00, 0.00, 0.00, 0.00, 0.04, 0.01, 0.00, 0.00, 0.00, 0.00, 0.00, 0.00, 0.00, 0.00, 0.00, 0.00, 0.00, 0.00, 0.00, 0.00, 0.00, 0.00, 0.00, 0.00, 0.00, 0.00, 0.00, 0.00, 0.00, 0.00, 0.00, 0.00, 0.00, 0.00, 0.00, 0.00, 0.00, 0.00, 0.00]}